(1)
Formula: C49H47Ge2N5O4PS3Sn
Source: OMol25
Level of theory: ωB97M-V/def2-TZVPD

```
112
Properties=species:S:1:pos:R:3
Sn 0.909 0.756 -1.057
C -2.611 -2.450 -0.415
C -1.766 -1.210 -0.441
N -0.577 -1.202 -1.084
N -0.163 -2.396 -1.630
C 0.954 -2.525 -2.326
N 1.151 -3.734 -2.933
S 2.095 -1.301 -2.507
C -2.179 0.019 0.131
C -3.409 0.215 0.815
C -3.753 1.466 1.250
C -2.891 2.549 1.020
C -1.686 2.288 0.409
N -1.322 1.074 -0.016
H -2.837 -2.794 -1.434
H -2.110 -3.267 0.122
H -3.561 -2.277 0.077
H -0.783 -3.189 -1.572
H 0.642 -4.552 -2.640
H 2.063 -3.871 -3.332
H -4.077 -0.615 0.997
H -4.691 1.613 1.776
H -3.147 3.554 1.324
H -0.961 3.080 0.235
O 1.405 1.833 -3.167
C 0.842 2.942 -2.847
O 0.810 3.424 -1.697
C -0.042 3.512 -3.924
C 0.094 4.754 -4.526
C -0.801 5.132 -5.515
C -1.834 4.280 -5.889
C -1.989 3.050 -5.267
C -1.092 2.654 -4.279
P -1.250 1.072 -3.345
C -0.901 -0.181 -4.630
C -0.112 0.115 -5.740
C 0.212 -0.880 -6.653
C -0.241 -2.179 -6.469
C -1.008 -2.489 -5.354
C -1.321 -1.500 -4.432
C -3.088 1.064 -3.178
C -3.597 2.120 -2.415
C -4.946 2.196 -2.108
C -5.820 1.223 -2.577
C -5.338 0.198 -3.375
C -3.980 0.114 -3.672
H 0.902 5.412 -4.228
H -0.701 6.099 -5.990
H -2.522 4.579 -6.670
H -2.807 2.399 -5.551
H 0.258 1.124 -5.874
H 0.827 -0.638 -7.513
H 0.009 -2.951 -7.188
H -1.358 -3.504 -5.200
H -1.894 -1.743 -3.545
H -2.920 2.893 -2.069
H -5.314 3.015 -1.501
H -6.874 1.272 -2.330
H -6.018 -0.545 -3.776
H -3.631 -0.686 -4.309
C 0.014 -1.013 6.733
Ge 0.514 -1.713 4.969
C 1.850 -3.124 5.165
C -1.106 -2.512 4.167
Ge 1.137 0.056 3.374
C 2.703 1.222 3.385
C 3.383 1.378 4.593
C 4.468 2.241 4.681
C 4.888 2.944 3.559
C 4.238 2.764 2.346
C 3.147 1.906 2.259
C -0.352 1.345 3.281
C -1.573 1.029 3.885
C -2.503 2.016 4.186
C -2.225 3.342 3.883
C -1.033 3.670 3.251
C -0.103 2.682 2.956
H -0.604 -1.753 7.245
H -0.556 -0.088 6.635
H 0.899 -0.817 7.340
H 1.547 -3.792 5.975
H 2.836 -2.717 5.385
H 1.920 -3.704 4.242
H -1.080 -3.597 4.283
H -1.174 -2.279 3.102
H -2.004 -2.135 4.661
H 3.072 0.810 5.465
H 4.984 2.365 5.627
H 5.731 3.620 3.627
H 4.571 3.295 1.463
H 2.658 1.771 1.303
H -1.793 -0.005 4.134
H -3.431 1.753 4.679
H -2.935 4.118 4.143
H -0.823 4.700 2.989
H 0.831 2.965 2.488
O 5.873 -0.939 2.535
S 5.061 -2.047 2.930
O 5.381 -2.748 4.136
N 3.464 -1.572 2.960
C 2.828 -1.996 1.925
S 1.225 -1.432 1.503
C 3.561 -3.005 1.108
C 3.094 -3.799 0.082
C 3.957 -4.730 -0.485
C 5.267 -4.853 -0.039
C 5.737 -4.057 1.001
C 4.858 -3.160 1.564
H 2.071 -3.700 -0.252
H 3.600 -5.379 -1.276
H 5.924 -5.587 -0.488
H 6.752 -4.151 1.369
```

The multiplicity is 2. For the LUMO energy (spin up / spin down), the calculation gives -0.35 / -0.39 eV. The strongest force on any atom is 0.81 eV/Å. The calculation puts the HOMO energy (spin up / spin down) at -5.536 / -7.659 eV.

---

(2)
Formula: C3H11NOS
Source: OMol25
Level of theory: ωB97M-V/def2-TZVPD

```
17
Properties=species:S:1:pos:R:3
C -0.881 2.065 0.229
C -0.412 0.597 -0.082
N -0.911 -0.249 0.976
C 1.121 0.426 -0.352
S 1.618 -0.761 -1.689
H -1.545 2.000 1.094
H -0.012 2.660 0.562
H -1.327 2.699 -0.573
H -0.860 0.452 -1.077
H -0.541 -1.188 0.839
H -0.462 0.069 1.829
H 1.657 0.094 0.533
H 1.482 1.367 -0.766
H 0.554 -0.520 -2.437
O 0.453 -2.957 0.445
H -0.112 -3.582 0.923
H 0.177 -3.172 -0.453
```

The SMILES is C[C@H](N)CS.O. For the LUMO energy, the calculation gives 0.71 eV. The strongest force on any atom is 1.66 eV/Å. The calculation puts the HOMO energy at -8.785 eV.

---

(3)
Formula: C2H6N2O
Source: OMol25
Level of theory: ωB97M-V/def2-TZVPD

```
11
Properties=species:S:1:pos:R:3
N 1.443 0.917 -0.467
C 0.447 0.472 0.459
C -0.173 -0.946 0.425
N -1.446 -0.943 -0.310
O 0.191 -1.987 0.913
H 1.491 2.055 -0.457
H 1.160 0.902 -1.470
H 0.823 0.342 1.514
H -0.397 1.095 0.458
H -1.451 -0.292 -1.087
H -2.087 -1.615 0.021
```

The SMILES is NCC(N)=O. For the LUMO energy, the calculation gives 0.62 eV. The strongest force on any atom is 4.42 eV/Å. The calculation puts the HOMO energy at -9.664 eV.

---

(4)
Formula: C6H13NP
Source: OMol25
Level of theory: ωB97M-V/def2-TZVPD

```
21
Properties=species:S:1:pos:R:3
C -2.377 1.486 -0.547
C -1.757 0.375 -0.810
P -0.223 -0.058 0.090
C -0.093 0.470 1.799
C 1.037 0.702 -0.927
C 2.451 0.125 -0.549
N -0.112 -1.712 0.188
C -0.943 -2.713 -0.001
H -3.072 1.966 -1.202
H -1.907 2.085 0.336
H -2.041 -0.491 -1.443
H 0.880 0.249 2.314
H -0.851 -0.060 2.317
H -0.472 1.588 1.903
H 0.807 0.548 -1.937
H 1.008 1.814 -0.948
H 2.728 0.331 0.559
H 2.410 -0.966 -0.867
H 3.244 0.790 -1.048
H -0.562 -3.736 0.083
H -1.837 -2.543 -0.472
```

The SMILES is C=C[P@](C)(CC)=[N+]=C. As for the charge: +1. For the LUMO energy, the calculation gives -4.14 eV. The strongest force on any atom is 5.08 eV/Å. The calculation puts the HOMO energy at -14.222 eV.

---

(5)
Formula: C9H22N2O13Zn2
Source: OMol25
Level of theory: ωB97M-V/def2-TZVPD

```
48
Properties=species:S:1:pos:R:3
Zn 1.996 -2.338 -4.694
Zn -1.321 -2.364 -1.214
C 1.317 0.206 -1.957
O 2.348 -0.277 -2.382
O 0.833 -0.108 -0.875
O 0.531 -0.229 -2.736
C -0.679 -4.912 -3.879
O -1.683 -4.331 -3.488
O 0.121 -4.547 -3.033
O -0.238 -4.364 -4.925
C 0.470 1.945 4.514
O 0.326 2.690 5.454
N 1.197 0.864 4.516
N -0.005 2.228 3.357
H 1.583 0.456 5.356
H 1.218 0.349 3.648
H -0.601 3.033 3.490
H 0.169 1.657 2.542
C -4.372 -1.640 1.465
C -3.269 -2.264 2.351
O -2.516 -3.209 1.584
O -3.791 -1.150 0.310
H -4.970 -0.841 1.904
H -4.925 -2.510 1.111
H -3.727 -2.837 3.158
H -2.674 -1.505 2.859
H -2.422 -3.997 2.125
H -4.312 -0.397 0.022
C -3.273 3.546 -2.555
C -2.888 3.425 -4.069
O -2.937 2.059 -4.568
O -4.519 2.924 -2.208
H -3.240 4.625 -2.407
H -2.469 3.128 -1.948
H -1.854 3.746 -4.191
H -3.479 3.967 -4.808
H -2.398 1.550 -3.958
H -5.076 3.275 -2.906
C 7.019 0.089 1.135
C 5.832 -0.275 2.031
O 5.263 -1.453 1.497
O 6.587 0.252 -0.203
H 7.819 -0.650 1.179
H 7.375 1.025 1.565
H 5.106 0.532 2.119
H 6.259 -0.401 3.026
H 4.631 -1.081 0.877
H 5.639 0.105 -0.192
```

For the LUMO energy, the calculation gives -4.02 eV. The strongest force on any atom is 10.95 eV/Å. The calculation puts the HOMO energy at -7.923 eV.

---

(6)
Formula: C11H14O2
Source: OMol25
Level of theory: ωB97M-V/def2-TZVPD

```
27
Properties=species:S:1:pos:R:3
C 3.973 1.571 -1.224
C 3.250 1.317 -0.114
C 1.991 1.938 0.313
C 0.739 1.110 0.540
C -0.018 0.976 1.645
C -1.107 0.200 1.785
C -1.518 -0.608 0.721
O -2.510 -1.553 0.762
C -3.816 -1.080 0.330
C -0.801 -0.296 -0.477
O -1.035 -1.038 -1.460
C -0.689 -2.373 -1.104
C 0.328 0.401 -0.546
H 4.771 0.938 -1.345
H 3.561 2.264 -2.027
H 3.619 0.482 0.489
H 1.505 2.533 -0.591
H 2.231 2.529 1.193
H 0.197 1.562 2.433
H -1.659 -0.015 2.705
H -3.557 -0.464 -0.800
H -4.556 -2.112 0.297
H -4.178 -0.158 1.101
H -1.123 -2.744 -2.065
H 0.409 -2.654 -0.996
H -1.101 -2.897 -0.323
H 1.092 0.170 -1.240
```

The SMILES is C=CCc1ccc(OC)c(OC)c1. For the LUMO energy, the calculation gives 0.88 eV. The strongest force on any atom is 5.63 eV/Å. The calculation puts the HOMO energy at -8.506 eV.